{"formula": "C42H108N10O4", "method": "the ωB97M-V functional and the def2-TZVPD basis", "gap_ha": 0.1920, "energy_ev": -68382.3839, "molar_mass_g_mol": 817.39, "largest_force_ev_per_a": 1.97, "total_charge": 2, "e_above_lowest_ev": 0.883, "symbols": ["N", "H", "H", "H", "H", "N", "H", "H", "H", "H", "N", "H", "H", "H", "H", "N", "H", "H", "H", "H", "C", "C", "C", "O", "C", "C", "C", "O", "O", "O", "H", "H", "C", "C", "N", "C", "C", "C", "C", "H", "H", "H", "H", "H", "H", "H", "H", "H", "H", "H", "H", "H", "H", "H", "C", "C", "N", "C", "C", "C", "C", "H", "H", "H", "H", "H", "H", "H", "H", "H", "H", "H", "H", "H", "H", "H", "C", "C", "N", "C", "C", "C", "C", "H", "H", "H", "H", "H", "H", "H", "H", "H", "H", "H", "H", "H", "H", "H", "C", "C", "N", "C", "C", "C", "C", "H", "H", "H", "H", "H", "H", "H", "H", "H", "H", "H", "H", "H", "H", "H", "C", "C", "N", "C", "C", "C", "C", "H", "H", "H", "H", "H", "H", "H", "H", "H", "H", "H", "H", "H", "H", "H", "C", "C", "N", "C", "C", "C", "C", "H", "H", "H", "H", "H", "H", "H", "H", "H", "H", "H", "H", "H", "H", "H"], "xyz": [[-0.44392, -5.49853, -1.61148], [-0.42094, -4.52408, -2.00254], [0.54380, -5.89548, -1.41217], [-0.97480, -6.08189, -2.26054], [-0.98417, -5.46070, -0.75416], [-2.15150, -2.86784, 2.01762], [-2.26762, -3.85756, 2.22172], [-3.03215, -2.45588, 1.72085], [-1.47956, -2.70788, 1.22924], [-1.82189, -2.38873, 2.95031], [-3.05093, 2.99872, -0.48252], [-2.83518, 2.78087, -1.47356], [-2.27894, 2.50290, 0.05554], [-3.98867, 2.68429, -0.24689], [-3.00652, 4.00575, -0.31422], [-4.19157, -0.98077, -2.35394], [-4.56437, -0.09036, -2.01345], [-3.13539, -0.90054, -2.54024], [-4.67431, -1.23777, -3.21715], [-4.35986, -1.60290, -1.56365], [-1.23264, -0.71534, -2.67128], [-1.39681, 0.47282, -1.91195], [-0.97189, 0.42251, -0.42485], [-1.08386, 1.42501, 0.29197], [-0.50568, -0.79023, 0.11021], [-0.38115, -1.97021, -0.63513], [-0.73964, -1.92668, -2.11555], [-0.55205, -2.91696, -2.84805], [-0.15168, -3.05724, -0.02275], [-1.93892, 1.50780, -2.33154], [-1.45763, -0.67440, -3.73193], [-0.17644, -0.69684, 1.13887], [-3.93024, -3.13738, 5.09254], [-2.48295, -2.95527, 5.51514], [-1.72529, -2.06576, 4.62834], [-0.30392, -2.05536, 5.06058], [0.43400, -3.28878, 4.54901], [-2.25818, -0.68725, 4.72658], [-1.70466, 0.28403, 3.70964], [-4.06355, -3.31938, 4.02292], [-4.59145, -2.30869, 5.35055], [-4.36745, -3.98009, 5.63155], [-2.42759, -2.61039, 6.55623], [-2.02601, -3.94496, 5.54890], [0.23762, -1.17639, 4.72435], [-0.27608, -2.05192, 6.15760], [0.00595, -4.23630, 4.88210], [0.44320, -3.31510, 3.45341], [1.46614, -3.28478, 4.90058], [-2.27363, -0.30997, 5.75682], [-3.32892, -0.75913, 4.49610], [-2.15080, 1.27210, 3.80923], [-1.77198, -0.05616, 2.67148], [-0.63309, 0.45081, 3.83896], [6.00926, 3.70730, -2.18584], [4.64084, 3.05884, -2.26447], [3.59770, 4.00577, -2.63573], [3.30669, 4.98067, -1.60815], [2.35114, 6.07327, -2.07705], [2.44082, 3.37474, -3.22812], [1.57598, 2.51352, -2.28653], [6.72770, 3.11415, -1.61982], [6.01669, 4.72209, -1.78562], [6.42250, 3.86801, -3.18577], [4.70781, 2.29736, -3.04304], [4.37746, 2.57989, -1.30444], [2.87640, 4.46903, -0.72531], [4.20803, 5.48338, -1.26625], [2.59970, 6.36934, -3.10192], [1.30478, 5.77312, -2.04449], [2.52816, 7.00624, -1.54016], [2.81830, 2.69993, -4.00221], [1.77833, 4.07810, -3.73552], [2.10328, 1.66794, -1.83554], [0.72453, 2.12254, -2.84965], [1.17102, 3.10469, -1.45735], [-4.14016, 1.77166, -4.56247], [-5.35343, 2.06379, -5.43026], [-6.36057, 2.87569, -4.74175], [-5.81599, 4.13606, -4.29721], [-6.79425, 5.00875, -3.51928], [-7.57475, 3.01892, -5.53621], [-8.26017, 1.70565, -5.87636], [-3.57198, 0.92837, -4.95342], [-4.46897, 1.54567, -3.53878], [-3.50620, 2.65232, -4.50953], [-5.03443, 2.59993, -6.34440], [-5.82104, 1.14491, -5.77256], [-4.98211, 3.94824, -3.61250], [-5.36608, 4.71097, -5.13003], [-7.23980, 4.37906, -2.74253], [-6.32214, 5.90660, -3.13127], [-7.64154, 5.33525, -4.12357], [-7.42822, 3.61984, -6.44917], [-8.27412, 3.57524, -4.91294], [-9.19208, 1.92848, -6.39757], [-8.50479, 1.16996, -4.95854], [-7.69461, 1.07404, -6.55882], [3.40056, -8.79841, -0.98085], [2.08216, -8.08999, -1.28018], [2.05285, -6.64953, -1.03661], [2.22511, -6.26174, 0.36131], [1.20858, -6.92495, 1.29415], [2.99855, -5.93506, -1.89896], [2.73690, -4.44047, -2.04808], [3.67803, -8.75860, 0.07011], [4.20714, -8.42983, -1.61284], [3.26075, -9.84296, -1.26637], [1.79669, -8.30873, -2.31219], [1.28616, -8.54931, -0.68842], [2.00908, -5.19603, 0.47261], [3.23805, -6.44054, 0.74288], [1.36716, -7.98812, 1.47518], [0.21163, -6.82878, 0.84442], [1.17614, -6.44290, 2.27112], [4.04960, -6.03589, -1.59050], [2.95739, -6.40142, -2.88708], [3.50152, -4.00995, -2.69128], [1.74898, -4.24377, -2.46746], [2.79101, -3.89704, -1.10580], [2.54397, -0.82835, 2.79525], [2.80695, -1.09129, 1.32496], [4.16019, -0.75119, 0.96176], [4.57083, -1.40823, -0.27527], [3.74903, -1.00235, -1.49367], [4.43971, 0.67703, 1.01644], [5.92265, 0.97408, 0.82134], [1.62609, -1.27091, 3.17866], [2.56680, 0.23972, 3.02309], [3.37998, -1.23084, 3.37581], [2.57984, -2.14382, 1.11930], [2.04755, -0.56024, 0.72529], [5.61009, -1.16975, -0.50505], [4.55292, -2.47967, -0.06853], [3.84119, 0.06946, -1.69680], [4.03039, -1.49222, -2.42881], [2.67596, -1.18929, -1.37144], [4.16687, 1.00401, 2.01936], [3.81366, 1.24078, 0.30545], [6.49714, 0.15932, 1.26955], [6.20722, 1.93805, 1.22944], [6.20188, 0.90243, -0.23427], [1.49189, 6.49565, 4.02796], [0.99442, 5.39937, 3.11054], [1.03385, 4.05590, 3.68964], [0.73251, 3.09602, 2.64535], [1.85775, 2.90223, 1.63950], [0.09904, 3.90912, 4.78500], [0.45710, 2.70100, 5.65891], [2.56506, 6.37211, 4.20505], [1.08026, 6.44947, 5.03503], [1.30652, 7.48367, 3.61383], [-0.07584, 5.61805, 2.88570], [1.49452, 5.43114, 2.14596], [0.56236, 2.11305, 3.08743], [-0.20239, 3.39218, 2.12690], [1.89782, 3.69819, 0.89557], [2.82460, 2.84007, 2.13474], [1.67136, 1.98205, 1.08040], [-0.92482, 3.76536, 4.37322], [0.03113, 4.77740, 5.43139], [1.47694, 2.86822, 6.00186], [0.35816, 1.74559, 5.14963], [-0.21113, 2.65640, 6.52213]], "lowdin_charge": [0.2578, 0.0657, 0.0909, 0.1404, 0.1045, 0.2625, 0.1315, 0.1227, 0.0649, 0.1007, 0.2688, 0.0926, 0.0828, 0.1330, 0.1467, 0.2984, 0.1265, 0.0928, 0.1551, 0.1414, -0.0346, -0.3699, -0.3299, -0.0085, -0.0188, -0.3502, -0.3404, 0.0054, -0.0698, -0.0277, 0.1272, 0.1054, -0.0827, -0.2409, -0.2253, -0.2238, -0.0810, -0.2320, -0.0747, 0.0575, 0.0745, 0.0864, 0.1326, 0.1121, 0.0879, 0.1304, 0.0669, 0.0605, 0.0885, 0.1373, 0.1045, 0.0884, 0.0515, 0.0363, -0.0758, -0.2547, -0.1935, -0.2556, -0.0844, -0.2399, -0.0700, 0.0661, 0.0631, 0.0796, 0.1162, 0.0900, 0.0885, 0.1056, 0.0838, 0.0616, 0.0722, 0.1136, 0.1081, 0.0541, 0.0608, 0.0586, -0.1085, -0.2517, -0.2008, -0.2837, -0.0882, -0.2609, -0.0893, 0.0726, 0.0421, 0.0709, 0.1324, 0.0940, 0.0885, 0.1311, 0.0798, 0.0751, 0.0666, 0.1316, 0.1006, 0.0807, 0.0774, 0.0609, -0.0639, -0.2488, -0.2394, -0.2381, -0.0773, -0.2367, -0.0681, 0.0762, 0.0748, 0.0851, 0.1201, 0.1051, 0.1015, 0.1292, 0.0756, 0.0592, 0.0729, 0.1247, 0.1260, 0.0846, 0.0560, 0.0524, -0.0660, -0.2709, -0.1808, -0.2323, -0.0756, -0.2592, -0.0708, 0.0309, 0.0601, 0.0936, 0.1120, 0.0879, 0.1057, 0.1065, 0.0509, 0.0738, 0.0569, 0.0941, 0.0862, 0.0852, 0.0787, 0.0601, -0.0795, -0.2587, -0.1826, -0.2686, -0.0773, -0.2631, -0.0718, 0.0818, 0.0601, 0.0772, 0.1168, 0.1055, 0.0788, 0.1094, 0.0404, 0.0822, 0.0551, 0.1118, 0.1039, 0.0836, 0.0294, 0.0755]}